104
Properties=species:S:1:pos:R:3:lowdin_charge:R:1 method="wB97M-V/def2-TZVPD" gap_ev=4.9 energy_ha=-5481.26585 relative_energy_ev=2.664 charge=-1 e_homo_ha=-0.11664
Sc -0.890 -0.037 0.623 0.150
S -4.733 -1.882 0.029 1.119
S 1.196 0.323 -0.700 0.902
S -2.183 -1.790 4.384 1.121
S -3.176 -5.327 0.479 1.019
S -2.628 0.580 -1.060 0.634
S -0.688 2.445 0.510 0.681
O -1.204 9.163 0.194 0.083
O 5.449 0.501 -2.520 0.071
O 1.028 8.781 0.099 0.082
O -1.861 -1.728 1.292 -0.267
O 0.721 -1.246 0.840 -0.277
N -3.303 1.900 3.612 0.079
N 1.964 -2.408 2.335 0.195
N -2.840 -1.920 -1.891 -0.059
N 3.293 1.845 -0.649 0.019
N 3.129 0.277 -2.444 0.100
N -2.286 0.672 2.076 -0.160
C 5.559 -0.927 -4.915 -0.016
C -5.103 -2.650 2.445 -0.124
C -2.228 1.779 2.779 -0.304
C -1.739 -2.861 5.637 -0.382
C -0.801 -5.463 -0.482 -0.181
C 0.269 4.715 -0.566 -0.117
C -1.633 -2.970 -3.615 -0.106
C 3.339 -0.719 -6.592 -0.076
C 4.381 0.231 -3.055 -0.382
C -6.385 -2.280 1.949 -0.169
C 0.956 -1.559 1.997 -0.489
C 5.612 2.634 -0.284 -0.255
C -2.189 -3.055 3.188 -0.360
C -1.376 4.955 1.199 -0.102
C -4.074 -2.470 1.526 -0.450
C 4.324 2.772 -1.092 -0.197
C 4.389 -0.316 -4.444 -0.138
C -0.397 6.913 0.185 -0.198
C 3.281 -0.202 -5.295 -0.025
C 4.502 -1.341 -7.047 -0.089
C -0.920 -1.737 -3.851 -0.111
C -4.093 0.799 3.425 -0.102
C -2.118 -3.994 0.808 -0.420
C -1.174 -0.642 -3.118 -0.119
C -1.612 -4.154 5.195 -0.186
C -6.323 -1.843 0.649 -0.358
C 2.666 0.852 -1.302 -0.670
C -1.283 6.344 1.102 -0.023
C 5.450 3.084 1.162 -0.117
C -1.989 -6.150 -0.433 -0.446
C 0.366 6.103 -0.666 -0.050
C 0.130 -1.017 3.114 -0.259
C -1.870 -4.265 3.799 -0.104
C -2.563 -3.027 -2.654 -0.111
C -0.873 -4.236 0.234 -0.093
C -2.560 -2.787 1.692 -0.556
C -0.278 0.368 2.700 -0.260
C -0.267 8.387 0.140 -0.495
C -3.444 0.053 2.470 -0.168
C -2.209 -0.703 -2.046 -0.774
C -0.592 4.148 0.373 -0.647
C 5.613 -1.441 -6.211 -0.078
H 2.280 -2.526 3.287 0.105
H -1.199 -1.080 -0.886 0.038
H -0.650 0.292 -3.280 0.093
H 5.965 1.597 -0.291 0.099
H -2.223 -7.101 -0.887 0.051
H 0.505 1.146 2.712 0.054
H 2.569 -2.717 1.586 0.111
H 6.408 3.015 1.687 0.068
H 4.730 2.457 1.696 0.070
H -1.820 -5.197 3.253 0.100
H -7.301 -2.336 2.521 0.095
H 0.862 4.080 -1.220 0.093
H 5.109 4.123 1.214 0.072
H -3.127 -3.928 -2.436 0.114
H 2.441 -0.350 -2.840 0.116
H -1.443 2.522 2.729 0.082
H 1.022 6.531 -1.417 0.110
H -0.058 -3.528 0.336 0.103
H 2.480 -0.629 -7.253 0.105
H 6.524 -1.915 -6.570 0.102
H -3.477 2.666 4.248 0.151
H -0.172 -1.719 -4.636 0.087
H 2.809 2.125 0.197 0.125
H 0.079 -5.814 -1.003 0.095
H -1.400 -3.834 -4.228 0.087
H 4.546 -1.738 -8.058 0.101
H -1.596 -2.484 6.638 0.059
H -1.150 0.731 3.370 0.054
H 6.434 -1.004 -4.271 0.118
H -3.547 -1.979 -1.166 -0.105
H 1.650 8.039 0.236 0.115
H -3.748 -0.895 2.046 0.035
H -0.748 -1.655 3.248 -0.023
H -4.930 -3.030 3.443 0.112
H -1.891 6.970 1.749 0.114
H -5.015 0.648 3.968 0.104
H -7.134 -1.503 0.023 0.065
H 4.506 2.665 -2.163 0.108
H 0.696 -0.978 4.049 0.109
H 6.390 3.247 -0.753 0.108
H -2.057 4.507 1.919 0.090
H 2.375 0.310 -4.981 0.115
H -1.342 -4.984 5.834 0.089
H 3.910 3.778 -0.957 0.119